Entry 1:
{
  "formula": "C9H14",
  "method": "the ωB97M-V functional and the def2-TZVPD basis",
  "elements": ["C", "C", "C", "C", "C", "C", "C", "H", "H", "H", "H", "H", "H", "H", "H", "C", "C", "H", "H", "H", "H", "H", "H"],
  "positions_angstrom": [[0.68868, -0.27408, -2.70709], [0.76864, -0.12189, -1.20915], [0.45393, -1.18536, -0.40368], [0.57716, -1.01733, 0.99741], [1.24535, 0.11121, 1.44462], [1.49199, 1.19499, 0.58452], [1.10780, 1.14917, -0.73505], [-0.03491, -1.04142, -3.00285], [1.64400, -0.57652, -3.16897], [0.53778, 0.67964, -3.19977], [0.23159, -2.11955, -0.88261], [0.19851, -1.77209, 1.68014], [1.51273, 0.29540, 2.46039], [1.98240, 2.09328, 0.96732], [1.14774, 2.02718, -1.37113], [-2.33187, 0.44116, 1.66877], [-2.67573, -0.29423, 0.36371], [-1.96820, -0.23571, 2.43696], [-1.50016, 1.12381, 1.63974], [-3.20237, 0.96858, 2.03787], [-2.76131, 0.53201, -0.35967], [-3.63939, -0.75571, 0.54775], [-2.00133, -1.00653, -0.10129]],
  "relative_energy_ev": 0.762,
  "homo_lumo_gap_ev": 9.9932,
  "charge": 0,
  "spin_multiplicity": 1,
  "lumo_ev": 1.056,
  "homo_ev": -8.94
}

Entry 2:
{
  "formula": "C9H14",
  "method": "the ωB97M-V functional and the def2-TZVPD basis",
  "elements": ["C", "C", "C", "C", "C", "C", "C", "H", "H", "H", "H", "H", "H", "H", "H", "C", "C", "H", "H", "H", "H", "H", "H"],
  "positions_angstrom": [[-1.19718, 3.32151, -1.73463], [-0.88280, 2.17830, -0.70800], [-0.96076, 0.89220, -1.23010], [-0.57582, -0.05231, -0.33494], [-0.39651, 0.15935, 0.99721], [-0.45913, 1.48298, 1.57328], [-0.69419, 2.51694, 0.66111], [-2.15707, 3.72946, -1.68795], [-0.93463, 3.05428, -2.71584], [-0.58012, 4.14592, -1.49728], [-0.95588, 0.55219, -2.24882], [-0.36630, -0.95335, -0.87680], [0.07337, -0.59809, 1.64584], [-0.36522, 1.61615, 2.67210], [-0.58593, 3.48037, 1.02555], [2.17600, -3.24012, 0.20997], [0.71255, -3.12996, 0.80608], [2.86772, -3.50276, 1.10772], [2.10632, -4.13851, -0.46564], [2.26238, -2.28700, -0.20628], [0.78866, -2.98961, 1.87486], [0.15666, -2.32352, 0.40662], [-0.03213, -3.91442, 0.72594]],
  "relative_energy_ev": 1.913,
  "homo_lumo_gap_ev": 9.9786,
  "charge": 0,
  "spin_multiplicity": 1,
  "lumo_ev": 1.026,
  "homo_ev": -8.95
}

Entry 3:
{
  "formula": "C9H14",
  "method": "the ωB97M-V functional and the def2-TZVPD basis",
  "elements": ["C", "C", "C", "C", "C", "C", "C", "H", "H", "H", "H", "H", "H", "H", "H", "C", "C", "H", "H", "H", "H", "H", "H"],
  "positions_angstrom": [[0.29750, -2.19420, -2.08725], [0.09214, -0.86132, -1.43714], [-1.18707, -0.30020, -1.43237], [-1.38068, 0.97136, -0.90156], [-0.32851, 1.67391, -0.33077], [0.91204, 1.06280, -0.26375], [1.13506, -0.19067, -0.81121], [-0.55765, -2.61408, -2.62275], [0.30692, -2.95840, -1.28956], [1.21186, -2.32128, -2.65104], [-2.00369, -0.74981, -1.97775], [-2.32047, 1.48724, -1.06776], [-0.46862, 2.68211, 0.03712], [1.72778, 1.62568, 0.16271], [2.10995, -0.65312, -0.75198], [0.13497, -0.60019, 2.94611], [0.16300, 0.93596, 3.01789], [-0.37316, -0.98088, 2.05665], [1.10365, -1.08668, 3.07184], [-0.52186, -1.03581, 3.70473], [-0.16647, 1.21255, 4.01727], [-0.65008, 1.34003, 2.41509], [1.14725, 1.25396, 2.70384]],
  "relative_energy_ev": 0.509,
  "homo_lumo_gap_ev": 10.0062,
  "charge": 0,
  "spin_multiplicity": 1,
  "lumo_ev": 1.031,
  "homo_ev": -8.98
}

Entry 4:
{
  "formula": "C9H14",
  "method": "the ωB97M-V functional and the def2-TZVPD basis",
  "elements": ["C", "C", "C", "C", "C", "C", "C", "H", "H", "H", "H", "H", "H", "H", "H", "C", "C", "H", "H", "H", "H", "H", "H"],
  "positions_angstrom": [[0.31573, -1.76728, 1.66761], [-0.33364, -1.57049, 0.32189], [0.34221, -1.00842, -0.74571], [-0.16375, -1.06899, -2.04037], [-1.40926, -1.64437, -2.27481], [-2.14047, -2.08843, -1.19388], [-1.60689, -2.10363, 0.08587], [0.79544, -0.84945, 2.01314], [1.08097, -2.53898, 1.55842], [-0.35980, -2.13084, 2.44038], [1.17882, -0.33152, -0.63734], [0.42226, -0.66714, -2.84721], [-1.72751, -1.81325, -3.29529], [-3.18059, -2.37351, -1.30730], [-2.11521, -2.57836, 0.91443], [1.07432, 3.09265, -0.09283], [1.15468, 2.98036, 1.43356], [0.11556, 3.53007, -0.38554], [1.84474, 3.75439, -0.48225], [1.08684, 2.16188, -0.65879], [0.39555, 3.62435, 1.87594], [2.10260, 3.40530, 1.77615], [1.12742, 1.98565, 1.87393]],
  "relative_energy_ev": 0.501,
  "homo_lumo_gap_ev": 10.0517,
  "charge": 0,
  "spin_multiplicity": 1,
  "lumo_ev": 1.022,
  "homo_ev": -9.03
}

Entry 5:
{
  "formula": "C9H14",
  "method": "the ωB97M-V functional and the def2-TZVPD basis",
  "elements": ["C", "C", "C", "C", "C", "C", "C", "H", "H", "H", "H", "H", "H", "H", "H", "C", "C", "H", "H", "H", "H", "H", "H"],
  "positions_angstrom": [[-1.04891, -2.58938, -1.15212], [-1.08776, -1.45983, -0.15239], [-1.02672, -0.15088, -0.63312], [-1.30483, 0.89555, 0.22286], [-1.45406, 0.64458, 1.59355], [-1.26112, -0.62599, 2.07725], [-1.17552, -1.70881, 1.19994], [-1.68129, -2.40334, -2.02146], [-1.36650, -3.51605, -0.69248], [-0.04940, -2.69596, -1.56615], [-0.77126, 0.03534, -1.66596], [-1.43546, 1.89958, -0.14314], [-1.56896, 1.47262, 2.28140], [-1.31974, -0.82499, 3.13485], [-1.17164, -2.71183, 1.60380], [2.38845, 1.65065, 0.22611], [2.03258, 1.78829, -1.26143], [1.66569, 1.01075, 0.71845], [3.40599, 1.28237, 0.33497], [2.41702, 2.63188, 0.70805], [0.95482, 1.86497, -1.39015], [2.30854, 0.85777, -1.75555], [2.55006, 2.65269, -1.66727]],
  "relative_energy_ev": 0.280,
  "homo_lumo_gap_ev": 10.0730,
  "charge": 0,
  "spin_multiplicity": 1,
  "lumo_ev": 1.035,
  "homo_ev": -9.04
}

Entry 6:
{
  "formula": "C9H14",
  "method": "the ωB97M-V functional and the def2-TZVPD basis",
  "elements": ["C", "C", "C", "C", "C", "C", "C", "H", "H", "H", "H", "H", "H", "H", "H", "C", "C", "H", "H", "H", "H", "H", "H"],
  "positions_angstrom": [[-2.74572, 1.64462, 0.55942], [-2.12304, 0.29127, 0.70345], [-1.37141, -0.37461, -0.29123], [-0.84980, -1.63508, -0.16166], [-1.17394, -2.37419, 1.00186], [-2.02657, -1.81327, 1.92213], [-2.47627, -0.49374, 1.77204], [-2.84877, 2.09694, 1.59016], [-3.66630, 1.70813, -0.04168], [-2.00007, 2.26163, -0.02674], [-1.15646, 0.17593, -1.25117], [-0.00209, -1.96742, -0.61025], [-1.06148, -3.42555, 1.03407], [-2.26155, -2.32757, 2.87097], [-3.00436, -0.10551, 2.57189], [3.37341, 0.55051, -2.12646], [3.83941, 1.03288, -0.77577], [4.15824, 0.68719, -2.93006], [3.15198, -0.49353, -2.11313], [2.52191, 1.26242, -2.33671], [4.63281, 0.30093, -0.49419], [2.95678, 0.86965, -0.09895], [4.13329, 2.12836, -0.76799]],
  "relative_energy_ev": 1.352,
  "homo_lumo_gap_ev": 10.0081,
  "charge": 0,
  "spin_multiplicity": 1,
  "lumo_ev": 0.944,
  "homo_ev": -9.06
}

Entry 7:
{
  "formula": "C9H14",
  "method": "the ωB97M-V functional and the def2-TZVPD basis",
  "elements": ["C", "C", "C", "C", "C", "C", "C", "H", "H", "H", "H", "H", "H", "H", "H", "C", "C", "H", "H", "H", "H", "H", "H"],
  "positions_angstrom": [[-1.54099, -0.39800, -2.73613], [-1.35001, -0.16597, -1.24290], [-0.81159, -1.13004, -0.40986], [-0.66156, -0.85470, 0.94668], [-1.01096, 0.41283, 1.40848], [-1.38064, 1.44290, 0.55582], [-1.54080, 1.13116, -0.78637], [-0.77096, 0.12830, -3.30356], [-2.48245, 0.09991, -2.96816], [-1.55394, -1.44433, -3.02562], [-0.47538, -2.10347, -0.74385], [-0.35962, -1.54040, 1.72504], [-0.88843, 0.56511, 2.47453], [-1.47884, 2.42147, 0.99944], [-1.68526, 1.92913, -1.50593], [2.35153, -0.29775, 1.78411], [2.08466, 0.19605, 0.35635], [1.86305, 0.29310, 2.56340], [2.02075, -1.32100, 1.92905], [3.40819, -0.21617, 2.04605], [1.31041, 0.94831, 0.29668], [1.93169, -0.66496, -0.29248], [3.02116, 0.56852, -0.07077]],
  "relative_energy_ev": 0.591,
  "homo_lumo_gap_ev": 10.0295,
  "charge": 0,
  "spin_multiplicity": 1,
  "lumo_ev": 1.039,
  "homo_ev": -8.99
}

Entry 8:
{
  "formula": "C9H14",
  "method": "the ωB97M-V functional and the def2-TZVPD basis",
  "elements": ["C", "C", "C", "C", "C", "C", "C", "H", "H", "H", "H", "H", "H", "H", "H", "C", "C", "H", "H", "H", "H", "H", "H"],
  "positions_angstrom": [[1.98191, -0.75231, -0.18256], [0.94850, -0.12631, -1.02312], [1.05301, 1.20685, -1.43685], [0.02144, 1.80593, -2.20053], [-1.22077, 1.12373, -2.28375], [-1.37595, -0.16261, -1.75962], [-0.26633, -0.77771, -1.22777], [2.33725, -0.29901, 0.76355], [2.88192, -0.98758, -0.78021], [1.83681, -1.64310, 0.46048], [1.94853, 1.63899, -1.00181], [0.31886, 2.74558, -2.59745], [-2.04818, 1.78204, -2.46854], [-2.39451, -0.48936, -1.60758], [-0.45265, -1.81525, -0.93258], [-1.16174, 0.19547, 2.16226], [-0.26392, -1.04686, 2.38565], [-1.65466, 0.37473, 3.09511], [-0.58538, 1.08175, 1.91119], [-1.84322, 0.01142, 1.32902], [0.24041, -1.41320, 1.44485], [-0.89817, -1.73111, 2.95302], [0.59684, -0.72207, 2.99722]],
  "relative_energy_ev": 1.582,
  "homo_lumo_gap_ev": 10.0280,
  "charge": 0,
  "spin_multiplicity": 1,
  "lumo_ev": 1.012,
  "homo_ev": -9.02
}

Entry 9:
{
  "formula": "C9H14",
  "method": "the ωB97M-V functional and the def2-TZVPD basis",
  "elements": ["C", "C", "C", "C", "C", "C", "C", "H", "H", "H", "H", "H", "H", "H", "H", "C", "C", "H", "H", "H", "H", "H", "H"],
  "positions_angstrom": [[1.34872, -1.55202, -0.38779], [0.43587, -0.72745, -1.25289], [0.28807, 0.62387, -0.91300], [-0.74104, 1.39165, -1.42175], [-1.45214, 0.88446, -2.51693], [-1.37018, -0.47120, -2.82476], [-0.44093, -1.26834, -2.19161], [1.25020, -2.62973, -0.51253], [1.20549, -1.36954, 0.67238], [2.36700, -1.24229, -0.62766], [1.05053, 1.00447, -0.24062], [-0.90715, 2.41239, -1.11684], [-2.24567, 1.54331, -2.85065], [-1.97514, -0.72006, -3.68057], [-0.46064, -2.34851, -2.26225], [0.32223, -0.19729, 2.84756], [0.11306, 1.30768, 2.74302], [1.03989, -0.48468, 3.61105], [-0.62213, -0.71967, 2.92244], [0.71191, -0.63107, 1.91092], [0.29434, 1.73606, 1.75650], [-0.93700, 1.54105, 2.92832], [0.72471, 1.91692, 3.40768]],
  "relative_energy_ev": 0.892,
  "homo_lumo_gap_ev": 9.9875,
  "charge": 0,
  "spin_multiplicity": 1,
  "lumo_ev": 1.034,
  "homo_ev": -8.95
}

Entry 10:
{
  "formula": "C9H14",
  "method": "the ωB97M-V functional and the def2-TZVPD basis",
  "elements": ["C", "C", "C", "C", "C", "C", "C", "H", "H", "H", "H", "H", "H", "H", "H", "C", "C", "H", "H", "H", "H", "H", "H"],
  "positions_angstrom": [[-0.85938, 0.23194, 2.16810], [-1.00191, -0.31482, 0.80760], [-1.55886, 0.49064, -0.14197], [-1.22323, 0.20292, -1.60478], [-0.43957, -0.84136, -1.98785], [-0.08470, -1.69937, -0.87735], [-0.36991, -1.51652, 0.52722], [-1.20562, -0.40201, 2.91070], [-1.19805, 1.30286, 2.31914], [0.08251, 0.14930, 2.48868], [-2.18776, 1.33379, 0.15243], [-1.61202, 0.87828, -2.20678], [-0.31004, -1.14218, -3.01414], [0.42710, -2.60686, -1.12019], [-0.06646, -2.19399, 1.30084], [2.77047, 1.01859, 0.60615], [1.62975, 1.52532, -0.19632], [3.22913, -0.00761, 0.36238], [3.53465, 1.78083, 0.53353], [2.55586, 1.03436, 1.66520], [0.54739, 1.48242, 0.22992], [1.45503, 1.18574, -1.15232], [1.57235, 2.62096, -0.27407]],
  "relative_energy_ev": 2.482,
  "homo_lumo_gap_ev": 9.7756,
  "charge": 0,
  "spin_multiplicity": 1,
  "lumo_ev": 1.058,
  "homo_ev": -8.72
}